[1]
Computed, not measured: a cluster of 7 separate species, C14H42O13 in total in a non-equilibrium geometry, with wB97M-V/def2-TZVPD.

Structure (XYZ):
```
69
C14H42O13, DFT wB97M-V/def2-TZVPD
O 9.68 6.59 6.96
C 9.24 5.83 8.10
C 8.12 6.43 8.89
O 8.42 7.39 9.87
H 10.69 6.60 6.99
H 8.98 4.87 7.74
H 10.13 5.71 8.70
H 7.59 5.66 9.49
H 7.46 6.82 8.12
H 8.70 8.25 9.49
O 8.86 9.31 7.04
C 9.15 9.62 5.67
C 10.37 8.94 5.11
O 11.50 9.14 5.96
H 9.08 8.34 7.08
H 8.25 9.40 5.06
H 9.29 10.72 5.69
H 10.63 9.37 4.14
H 10.25 7.85 5.07
H 11.61 10.08 6.20
O 12.96 13.22 9.42
C 13.81 12.59 8.48
C 13.04 12.48 7.18
O 11.93 11.59 7.20
H 13.39 13.03 10.26
H 14.69 13.20 8.36
H 14.07 11.52 8.78
H 13.64 12.16 6.33
H 12.68 13.50 6.88
H 11.30 11.99 7.82
O 12.77 7.14 7.27
C 13.58 7.26 8.50
C 14.11 8.63 8.80
O 14.71 9.35 7.74
H 12.46 7.99 6.92
H 13.04 7.06 9.41
H 14.37 6.58 8.24
H 14.81 8.59 9.67
H 13.26 9.27 9.11
H 15.29 8.80 7.22
O 7.26 7.71 12.38
C 7.94 7.20 13.48
C 8.32 5.78 13.22
O 7.16 5.02 12.93
H 7.76 7.54 11.56
H 8.83 7.85 13.74
H 7.24 7.18 14.36
H 8.86 5.27 14.02
H 8.99 5.69 12.30
H 6.42 5.57 12.67
O 7.48 11.84 12.97
C 6.06 11.90 12.80
C 5.39 10.59 12.44
O 5.61 9.66 13.47
H 7.58 11.00 13.41
H 5.52 12.21 13.74
H 5.78 12.72 12.14
H 5.71 10.13 11.50
H 4.32 10.80 12.36
H 6.08 8.90 13.13
C 10.92 10.84 11.76
C 10.17 10.87 10.44
O 9.04 9.98 10.44
H 11.53 9.99 11.93
H 10.18 10.94 12.58
H 11.56 11.70 11.83
H 10.79 10.53 9.65
H 9.87 11.89 10.36
H 8.35 10.63 10.65
```

Computed properties:
HOMO energy (eV): -9.917
LUMO level (eV): 0.51
Kohn-Sham gap (eV): 10.43
Total charge: 0
Relative energy (zero: lowest compared OMol25 entry of this formula, charge and spin) (kJ/mol): 18.9
DFT total energy (hartree): -1536.61695



[2]
Computed, not measured: a structure of composition C14H42O7S7Sn in a non-equilibrium geometry, with wB97M-V/def2-TZVPD.

Structure (XYZ):
```
71
C14H42O7S7Sn, DFT wB97M-V/def2-TZVPD
Sn -21.62 7.56 -12.70
C -18.08 10.09 -11.77
S -17.78 8.30 -11.35
O -19.17 7.79 -10.99
C -17.24 7.46 -12.98
H -18.72 10.26 -12.64
H -17.13 10.57 -12.00
H -18.53 10.59 -10.91
H -16.37 7.92 -13.45
H -17.98 7.53 -13.78
H -17.13 6.38 -12.90
C -25.53 4.32 -12.63
S -23.65 4.29 -12.66
O -23.13 5.36 -11.68
C -23.50 2.57 -11.96
H -26.04 3.41 -12.93
H -25.95 5.22 -13.08
H -25.91 4.33 -11.61
H -24.09 2.56 -11.04
H -22.53 2.13 -11.74
H -24.05 1.97 -12.69
C -19.07 6.53 -16.65
S -20.06 5.19 -15.96
O -21.12 5.81 -15.04
C -20.88 4.59 -17.53
H -19.74 7.17 -17.23
H -18.35 6.17 -17.39
H -18.56 7.04 -15.84
H -21.59 5.32 -17.90
H -21.41 3.70 -17.17
H -20.19 4.37 -18.34
C -24.37 5.74 -16.20
S -24.59 7.47 -15.62
O -24.19 7.50 -14.16
C -23.19 8.15 -16.55
H -25.33 5.35 -15.84
H -23.58 5.26 -15.61
H -24.14 5.69 -17.26
H -22.33 7.49 -16.67
H -22.91 9.02 -15.96
H -23.40 8.65 -17.50
C -19.86 4.25 -10.07
S -19.69 4.07 -11.96
O -19.73 5.50 -12.50
C -17.85 3.75 -11.93
H -20.78 3.78 -9.71
H -19.67 5.20 -9.58
H -19.06 3.65 -9.63
H -17.65 3.48 -12.97
H -17.51 2.93 -11.29
H -17.22 4.60 -11.70
C -22.78 8.61 -7.92
S -21.54 7.39 -8.43
O -21.89 7.03 -9.90
C -19.99 8.42 -8.36
H -23.81 8.27 -7.76
H -22.81 9.43 -8.62
H -22.34 9.09 -7.04
H -19.11 7.78 -8.39
H -20.05 9.01 -7.44
H -19.94 9.02 -9.27
C -26.07 9.34 -12.69
S -25.39 9.04 -10.97
O -24.08 8.26 -11.17
C -25.05 10.81 -10.38
H -26.42 8.34 -12.98
H -25.27 9.67 -13.35
H -26.97 9.93 -12.83
H -24.62 10.65 -9.39
H -25.99 11.36 -10.35
H -24.37 11.43 -10.97
```

Computed properties:
HOMO energy (alpha / beta) (eV): -6.774 / -10.511
LUMO level (alpha / beta) (eV): -1.63 / -1.73
Kohn-Sham gap (alpha / beta) (eV): 5.14 / 8.78
2S+1: 2
Total charge: +1
Relative energy (zero: lowest compared OMol25 entry of this formula, charge and spin) (kJ/mol): 5.2
DFT total energy (hartree): -4086.36135



[3]
Computed, not measured: a cluster of 7 separate species, C14H43NO7 in total in a non-equilibrium geometry, with wB97M-V/def2-TZVPD.

Structure (XYZ):
```
65
C14H43NO7, DFT wB97M-V/def2-TZVPD
C -3.31 -0.36 2.37
O -3.40 0.98 1.76
C -2.15 1.75 1.65
C -2.44 3.18 1.06
C -3.09 3.09 -0.33
N -1.22 3.95 0.94
H -2.51 -1.01 2.04
H -4.19 -0.95 2.13
H -3.32 -0.29 3.46
H -1.61 1.71 2.59
H -1.49 1.33 0.89
H -3.12 3.63 1.79
H -3.34 4.06 -0.76
H -4.01 2.50 -0.39
H -2.40 2.63 -1.04
H -0.94 4.26 1.86
H -1.38 4.78 0.39
C 2.89 1.73 -0.43
C 1.84 2.65 0.28
O 0.73 2.67 -0.59
H 2.43 0.84 -0.87
H 3.69 1.42 0.23
H 3.27 2.25 -1.31
H 2.34 3.62 0.35
H 1.55 2.25 1.26
H 0.04 3.08 -0.07
C -2.08 -4.26 0.81
C -2.00 -4.92 -0.57
O -2.29 -3.96 -1.56
H -1.43 -3.38 0.75
H -1.72 -4.85 1.66
H -3.05 -3.81 1.04
H -2.70 -5.76 -0.48
H -0.99 -5.31 -0.71
H -2.23 -4.44 -2.39
C -1.37 -0.07 -3.77
C -0.78 1.23 -3.19
O 0.62 1.12 -3.07
H -1.12 -0.10 -4.82
H -2.44 -0.17 -3.62
H -1.05 -1.06 -3.44
H -1.25 1.51 -2.25
H -0.92 2.11 -3.82
H 0.82 1.56 -2.24
C 0.60 -1.44 0.89
C -0.16 -1.02 -0.31
O 0.12 -2.05 -1.27
H 1.66 -1.23 0.75
H 0.52 -2.50 1.13
H 0.28 -0.86 1.76
H 0.24 -0.05 -0.61
H -1.18 -0.84 0.02
H -0.57 -2.72 -1.22
C 5.67 -0.39 1.81
C 4.33 -0.48 2.51
O 4.57 -0.66 3.90
H 6.20 0.51 2.12
H 5.49 -0.36 0.74
H 6.30 -1.27 1.96
H 3.76 -1.38 2.26
H 3.65 0.35 2.35
H 5.25 -1.33 3.93
O 1.74 -1.27 -3.68
H 1.19 -0.48 -3.74
H 1.43 -1.72 -2.90
```

Computed properties:
HOMO energy (eV): -9.635
LUMO level (eV): 0.60
Kohn-Sham gap (eV): 10.23
Total charge: 0
Relative energy (zero: lowest compared OMol25 entry of this formula, charge and spin) (kJ/mol): 142.3
DFT total energy (hartree): -1140.53227



[4]
Computed, not measured: a cluster of 8 separate species, C14H44N7O12 in total in a non-equilibrium geometry, with wB97M-V/def2-TZVPD.

Structure (XYZ):
```
77
C14H44N7O12, DFT wB97M-V/def2-TZVPD
N -0.07 0.15 0.56
O -0.40 0.62 1.63
O 0.14 0.86 -0.45
O 0.11 -1.08 0.43
C -0.61 2.09 -4.27
O 0.56 2.34 -4.53
N -1.61 2.04 -5.15
N -0.96 1.72 -3.03
H -2.57 2.14 -4.88
H -1.33 2.09 -6.12
H -1.96 1.66 -2.88
H -0.25 1.87 -2.33
C -2.99 -3.29 0.71
O -3.95 -4.04 0.54
N -2.60 -2.87 1.91
N -2.18 -2.92 -0.27
H -3.14 -3.19 2.70
H -1.72 -2.39 1.96
H -2.45 -3.17 -1.21
H -1.41 -2.31 -0.04
C 2.16 0.12 3.65
O 3.24 0.83 3.10
C 3.35 0.72 1.69
C 4.50 1.57 1.18
N 5.84 1.01 1.29
C 6.35 0.99 2.67
C 6.24 -0.44 3.28
O 6.53 -0.45 4.67
C 5.52 0.21 5.47
H 1.27 0.68 3.34
H 2.22 0.04 4.73
H 2.16 -0.92 3.32
H 2.38 0.94 1.23
H 3.55 -0.33 1.45
H 4.49 2.58 1.59
H 4.25 1.78 0.13
H 5.69 0.02 1.10
H 5.79 1.69 3.30
H 7.38 1.31 2.86
H 6.92 -1.14 2.77
H 5.29 -0.98 3.19
H 4.62 -0.40 5.39
H 5.42 1.27 5.26
H 5.91 0.11 6.48
C -1.37 -3.23 -3.76
O -2.46 -2.63 -3.14
C -2.33 -1.22 -3.05
C -3.67 -0.53 -2.89
N -3.70 0.93 -2.66
C -3.56 1.34 -1.27
C -4.23 0.47 -0.15
O -5.51 0.12 -0.63
C -6.08 -1.09 -0.23
H -1.47 -4.32 -3.81
H -0.47 -3.12 -3.15
H -1.18 -2.86 -4.77
H -1.77 -0.93 -3.94
H -1.62 -0.98 -2.25
H -4.31 -1.09 -2.21
H -4.19 -0.69 -3.84
H -4.59 1.25 -3.03
H -3.94 2.35 -1.09
H -2.50 1.51 -1.06
H -4.37 1.15 0.69
H -3.58 -0.36 0.16
H -6.39 -1.06 0.82
H -5.42 -1.97 -0.32
H -6.95 -1.30 -0.85
O -0.77 3.26 2.10
H -1.69 3.54 2.05
H -0.78 2.32 1.85
O 1.49 3.14 0.05
H 2.17 2.94 -0.59
H 0.87 2.38 0.00
O 1.18 -1.15 -2.66
H 0.88 -1.19 -1.74
H 0.60 -0.50 -3.06
```

Computed properties:
HOMO energy (eV): -6.736
LUMO level (eV): 2.48
Kohn-Sham gap (eV): 9.21
Total charge: -1
DFT total energy (hartree): -1845.95055



[5]
Computed, not measured: a cluster of 8 separate species, C14H44O8 in total in a non-equilibrium geometry, with wB97M-V/def2-TZVPD.

Structure (XYZ):
```
66
C14H44O8, DFT wB97M-V/def2-TZVPD
C 3.38 3.11 -0.67
C 2.36 3.41 0.40
O 1.66 4.60 -0.01
H 4.07 3.96 -0.74
H 2.94 3.08 -1.67
H 3.95 2.21 -0.46
H 2.85 3.59 1.35
H 1.63 2.61 0.48
H 1.32 5.03 0.78
C 3.35 1.43 4.73
C 2.67 0.99 3.41
O 1.49 1.75 3.22
H 4.34 1.04 4.95
H 2.63 1.14 5.50
H 3.34 2.52 4.80
H 2.47 -0.08 3.47
H 3.38 1.18 2.60
H 0.78 1.35 3.73
C -4.23 -3.75 -0.14
C -2.81 -3.50 -0.69
O -2.56 -4.13 -1.91
H -4.57 -4.78 -0.20
H -4.99 -3.06 -0.51
H -4.15 -3.47 0.92
H -2.04 -3.70 0.06
H -2.83 -2.41 -0.77
H -2.78 -5.06 -1.94
C 1.69 -2.69 -4.12
C 0.21 -2.90 -3.91
O -0.48 -1.84 -4.57
H 1.99 -1.72 -3.72
H 1.90 -2.61 -5.19
H 2.31 -3.48 -3.71
H -0.14 -2.96 -2.87
H -0.11 -3.86 -4.34
H -1.42 -2.05 -4.54
C -0.45 -0.99 -0.65
C 0.01 0.32 -0.04
O 1.03 0.06 0.94
H -1.05 -1.52 0.09
H 0.35 -1.59 -1.09
H -1.14 -0.68 -1.43
H -0.79 0.95 0.35
H 0.49 0.90 -0.84
H 1.19 0.88 1.43
C -2.22 3.70 -0.96
C -1.24 4.47 -1.86
O -0.11 3.65 -2.09
H -2.54 2.75 -1.39
H -3.11 4.27 -0.68
H -1.74 3.49 0.00
H -0.86 5.36 -1.34
H -1.77 4.67 -2.79
H 0.61 3.86 -1.48
C -3.77 -0.88 2.04
O -4.13 0.27 2.80
H -4.62 -1.57 1.94
H -3.42 -0.58 1.06
H -3.03 -1.45 2.61
H -4.36 0.98 2.20
C 2.41 -2.98 1.14
O 1.47 -2.43 2.05
H 2.82 -2.17 0.52
H 3.24 -3.43 1.69
H 1.96 -3.68 0.44
H 1.17 -1.59 1.65
```

Computed properties:
HOMO energy (eV): -9.740
LUMO level (eV): 0.34
Kohn-Sham gap (eV): 10.08
Total charge: 0
Relative energy (zero: lowest compared OMol25 entry of this formula, charge and spin) (kJ/mol): 220.3
DFT total energy (hartree): -1161.59805



[6]
Computed, not measured: a structure of composition C14H45ClN3O11 in a non-equilibrium geometry, with wB97M-V/def2-TZVPD.

Structure (XYZ):
```
74
C14H45ClN3O11, DFT wB97M-V/def2-TZVPD
Cl -15.24 12.96 15.79
O -16.59 12.74 15.40
O -14.49 11.77 15.53
O -14.68 14.05 15.09
O -15.17 13.19 17.23
O -16.78 12.62 13.16
H -17.56 13.14 13.37
H -16.25 12.65 13.96
O -14.38 13.85 19.11
H -14.99 13.46 18.49
H -14.50 13.34 19.91
O -13.19 14.69 17.29
H -13.64 14.96 16.49
H -13.90 14.44 17.89
C -20.11 14.62 15.58
C -18.92 13.93 14.90
C -19.21 12.41 14.92
O -19.78 11.90 16.17
C -18.81 11.75 17.25
N -18.82 14.41 13.46
H -20.00 15.70 15.47
H -20.33 14.34 16.61
H -21.04 14.36 15.08
H -17.96 14.05 15.39
H -18.32 11.84 14.65
H -19.98 12.20 14.18
H -18.06 11.00 17.01
H -19.28 11.53 18.20
H -18.29 12.70 17.33
H -19.74 14.37 13.04
H -18.44 15.33 13.27
C -16.10 9.76 16.90
C -16.87 10.23 18.07
C -16.94 9.38 19.40
O -17.56 8.17 18.95
C -17.71 7.13 19.98
N -16.29 11.55 18.32
H -16.42 8.85 16.40
H -15.06 9.53 17.13
H -16.03 10.53 16.12
H -17.87 10.28 17.64
H -17.41 9.95 20.20
H -15.87 9.32 19.60
H -16.82 6.80 20.53
H -18.08 6.27 19.41
H -18.52 7.32 20.68
H -15.31 11.30 18.40
H -16.27 11.98 17.41
C -12.62 9.83 11.82
C -13.69 10.56 12.64
C -15.06 9.78 12.78
O -14.83 8.57 13.49
C -15.91 7.76 13.77
N -13.19 10.90 13.98
H -11.64 10.30 11.92
H -12.87 9.99 10.77
H -12.63 8.78 12.11
H -13.95 11.48 12.11
H -15.30 9.55 11.74
H -15.91 10.39 13.07
H -16.64 8.25 14.41
H -15.61 6.80 14.19
H -16.49 7.46 12.90
H -13.82 11.53 14.46
H -13.34 9.99 14.39
C -13.45 13.93 11.24
C -14.56 13.77 12.30
O -14.16 12.81 13.27
H -13.61 14.82 10.62
H -13.52 13.08 10.55
H -12.43 14.07 11.62
H -15.51 13.50 11.84
H -14.61 14.69 12.88
H -14.18 13.19 14.15
```

Computed properties:
HOMO energy (eV): -4.863
LUMO level (eV): 2.64
Kohn-Sham gap (eV): 7.50
Total charge: -1
Relative energy (zero: lowest compared OMol25 entry of this formula, charge and spin) (kJ/mol): 1158.8
DFT total energy (hartree): -2011.84864